{"formula": "C32H77N3O8", "method": "the ωB97M-V functional and the def2-TZVPD basis", "species": ["C", "C", "C", "C", "C", "C", "C", "C", "C", "N", "O", "H", "H", "H", "H", "H", "H", "H", "H", "H", "H", "H", "H", "H", "H", "H", "H", "H", "H", "H", "C", "C", "C", "C", "C", "C", "C", "C", "C", "N", "O", "H", "H", "H", "H", "H", "H", "H", "H", "H", "H", "H", "H", "H", "H", "H", "H", "H", "H", "H", "C", "C", "C", "C", "C", "C", "C", "C", "C", "N", "O", "H", "H", "H", "H", "H", "H", "H", "H", "H", "H", "H", "H", "H", "H", "H", "H", "H", "H", "H", "C", "O", "H", "H", "H", "H", "C", "O", "H", "H", "H", "H", "C", "O", "H", "H", "H", "H", "C", "O", "H", "H", "H", "H", "C", "O", "H", "H", "H", "H"], "coordinates": [[12.9925, 19.0170, 13.5087], [12.1821, 19.9416, 12.6133], [10.8387, 19.2466, 12.2915], [11.9160, 21.2373, 13.3830], [11.3993, 22.3554, 12.4957], [12.2817, 22.5948, 11.2819], [12.6586, 21.3339, 10.5024], [11.5595, 20.9731, 9.5067], [13.9272, 21.6662, 9.7222], [12.9646, 20.2525, 11.4269], [13.2669, 19.0619, 10.7089], [12.4895, 18.8837, 14.4681], [13.1250, 18.0400, 13.0476], [13.9643, 19.4693, 13.7238], [10.0105, 19.9374, 12.1084], [10.8919, 18.6435, 11.3793], [10.5164, 18.5656, 13.0826], [11.2530, 21.0708, 14.2316], [12.8980, 21.5282, 13.7919], [10.4248, 22.0013, 12.1173], [11.1538, 23.2908, 12.9980], [13.1759, 23.1600, 11.5570], [11.7230, 23.2570, 10.6115], [11.4590, 21.7548, 8.7516], [10.5815, 20.8704, 9.9868], [11.7692, 20.0255, 9.0116], [14.1398, 20.8843, 8.9827], [14.7998, 21.6819, 10.3786], [13.8387, 22.6151, 9.1961], [14.2112, 18.9409, 10.8412], [9.0130, 25.8339, 7.1657], [8.9671, 24.3334, 6.8013], [10.3953, 23.7704, 6.9104], [8.1104, 23.5572, 7.8141], [6.6169, 23.7909, 7.6014], [6.2869, 23.3885, 6.1696], [7.0706, 24.1843, 5.1308], [6.8448, 23.5338, 3.7596], [6.5817, 25.6346, 5.0631], [8.4908, 24.0451, 5.4611], [9.2811, 24.7424, 4.5066], [8.9393, 26.4348, 6.2651], [8.2271, 26.1231, 7.8712], [9.9191, 26.0670, 7.7264], [11.0823, 24.4527, 6.3928], [10.7700, 23.6787, 7.9270], [10.4573, 22.8219, 6.3729], [8.2915, 22.4856, 7.6800], [8.3869, 23.8515, 8.8274], [6.0147, 23.1654, 8.2675], [6.3527, 24.8332, 7.7947], [5.2190, 23.4412, 5.9496], [6.5769, 22.3382, 6.0433], [7.1202, 24.2163, 2.9547], [5.7944, 23.2673, 3.6201], [7.4227, 22.6133, 3.6607], [7.1874, 26.2273, 4.3805], [6.6468, 26.0980, 6.0496], [5.5264, 25.6620, 4.7869], [9.8176, 24.0545, 4.1034], [6.8787, 27.8211, 14.1387], [7.5547, 29.1411, 14.5573], [8.2878, 28.8920, 15.8821], [8.5683, 29.5722, 13.4994], [7.9390, 30.1009, 12.2254], [7.0431, 31.2854, 12.5777], [5.9988, 30.9824, 13.6588], [5.4905, 32.3083, 14.2099], [4.8372, 30.2045, 13.0163], [6.6277, 30.2512, 14.7693], [5.6886, 29.9657, 15.7740], [7.5966, 27.0063, 14.2571], [6.0485, 27.5812, 14.8088], [6.5312, 27.8201, 13.1097], [9.1776, 28.2773, 15.7351], [8.4821, 29.8394, 16.3789], [7.6636, 28.2901, 16.5511], [9.1650, 30.3803, 13.9428], [9.2415, 28.7324, 13.3124], [8.7283, 30.4467, 11.5504], [7.4143, 29.3383, 11.6390], [6.5296, 31.6736, 11.6967], [7.7298, 32.0677, 12.9213], [5.0501, 32.9026, 13.4080], [6.3325, 32.8586, 14.6378], [4.7845, 32.1872, 15.0301], [4.0845, 29.9575, 13.7677], [5.1829, 29.2966, 12.5290], [4.3387, 30.8392, 12.2817], [5.1801, 29.1906, 15.4860], [6.4176, 25.8371, 10.7263], [7.2493, 24.6796, 10.7621], [6.9378, 26.6549, 11.2193], [6.2072, 26.1215, 9.6918], [5.4641, 25.6596, 11.2266], [6.7357, 23.8867, 10.9331], [10.2292, 26.1883, 11.0367], [9.5906, 25.5286, 12.1180], [9.8226, 25.8166, 10.0851], [9.9775, 27.2588, 11.0013], [11.3142, 26.0958, 10.9494], [8.8796, 25.0207, 11.7022], [13.8481, 26.0636, 12.7674], [13.9930, 26.6515, 11.4781], [12.8850, 26.3329, 13.2189], [13.9159, 24.9827, 12.6960], [14.6091, 26.4535, 13.4529], [13.3867, 27.4013, 11.4142], [11.0611, 28.5366, 6.9088], [10.6113, 28.5770, 8.2567], [11.6504, 29.4206, 6.6563], [11.5846, 27.5978, 6.7196], [10.1564, 28.5428, 6.3035], [11.3570, 28.4718, 8.8564], [11.8741, 29.6011, 11.8821], [12.5305, 28.9987, 10.7688], [12.5463, 30.0594, 12.6115], [11.2281, 30.4166, 11.5401], [11.2604, 28.8463, 12.3629], [13.3220, 29.5054, 10.5632]], "lowdin_charge": [-0.05, -0.53, -0.03, -0.14, -0.17, -0.13, -0.52, -0.02, -0.04, -0.10, -0.02, 0.09, 0.08, 0.09, 0.07, 0.08, 0.08, 0.12, 0.12, 0.10, 0.10, 0.10, 0.11, 0.06, 0.08, 0.08, 0.08, 0.09, 0.09, 0.11, -0.02, -0.50, -0.04, -0.13, -0.18, -0.14, -0.53, -0.04, -0.02, -0.10, -0.01, 0.07, 0.08, 0.06, 0.08, 0.07, 0.09, 0.13, 0.10, 0.11, 0.09, 0.12, 0.13, 0.08, 0.08, 0.09, 0.08, 0.06, 0.09, 0.11, -0.02, -0.52, -0.03, -0.14, -0.18, -0.13, -0.52, -0.04, -0.02, -0.11, -0.02, 0.09, 0.08, 0.04, 0.09, 0.09, 0.08, 0.13, 0.10, 0.10, 0.10, 0.12, 0.12, 0.09, 0.09, 0.08, 0.08, 0.06, 0.09, 0.08, -0.11, -0.14, 0.06, 0.07, 0.09, 0.10, -0.15, -0.13, 0.07, 0.07, 0.07, 0.03, -0.15, -0.14, 0.08, 0.06, 0.07, 0.01, -0.16, -0.14, 0.08, 0.08, 0.07, 0.04, -0.12, -0.13, 0.09, 0.08, 0.06, 0.10], "smiles": "CC1(C)CCCC(C)(C)N1O.CC1(C)CCCC(C)(C)N1O.CC1(C)CCCC(C)(C)N1O.CO.CO.CO.CO.CO", "multiplicity": 1, "homo_energy_ev": -8.21, "e_above_lowest_kcal_mol": 0.00, "largest_force_ev_per_a": 1.43}